[1]
45
Properties=species:S:1:pos:R:3 method="wB97M-V/def2-TZVPD" orbital_gap_ev=9.0 total_energy_ev=-22095.006 e_homo_ev=-9.1848 multiplicity=1 e_above_lowest_ev=9.936
O -2.17 0.58 -1.15
H -3.07 0.75 -0.84
H -2.29 0.19 -2.01
O -0.65 0.60 0.12
H -1.29 0.62 -0.59
H -0.82 -0.22 0.58
O 0.35 2.37 0.34
H -0.02 1.49 0.28
H 0.55 2.61 -0.56
C -1.17 -2.98 2.69
C -2.09 -1.81 2.23
C -1.74 -0.33 2.49
O -2.31 -2.00 0.91
H -0.63 -3.00 3.64
H -0.38 -3.09 1.94
H -1.70 -3.93 2.60
H -3.02 -1.86 2.81
H -2.61 0.29 2.28
H -0.80 0.08 2.11
H -1.48 -0.30 3.55
H -1.51 -1.72 0.46
C 0.95 0.07 2.06
C 1.93 -0.82 1.24
C 1.27 -1.81 0.27
O 2.87 -0.05 0.53
H 1.38 0.46 2.98
H 0.20 -0.69 2.29
H 0.64 0.91 1.44
H 2.40 -1.45 2.00
H 0.28 -1.99 0.68
H 1.89 -2.70 0.16
H 1.09 -1.41 -0.72
H 2.52 -0.03 -0.37
C 2.01 1.30 -3.61
C 0.63 1.98 -3.48
C 0.02 1.57 -2.13
O 0.70 3.32 -3.76
H 2.48 1.45 -4.58
H 1.87 0.24 -3.39
H 2.77 1.73 -2.97
H -0.02 1.51 -4.21
H -0.90 2.12 -1.94
H 0.71 1.79 -1.31
H -0.18 0.51 -1.97
H 1.30 3.65 -3.08

=====

[2]
7
Properties=species:S:1:pos:R:3 method="wB97M-V/def2-TZVPD" orbital_gap_ev=12.0 total_energy_ev=-7129.715 e_homo_ev=-10.8233 multiplicity=1 e_above_lowest_ev=4.129
N -2.23 1.37 1.24
N -1.91 2.30 0.72
O -1.73 3.37 0.27
C 0.49 -0.08 0.36
C -0.32 -0.47 -0.42
H 1.00 0.39 1.16
H -0.74 -1.14 -1.15

=====

[3]
8
Properties=species:S:1:pos:R:3 method="wB97M-V/def2-TZVPD" orbital_gap_ev=10.6 total_energy_ev=-11497.392 e_homo_ev=-9.7945 multiplicity=1 e_above_lowest_ev=0.404
N -0.13 -1.33 0.18
Si 0.28 0.30 -0.51
O 0.11 1.48 0.59
H -1.02 -1.41 0.62
H 0.48 -1.93 0.67
H 1.69 0.66 -1.04
H -0.88 0.46 -1.68
H -0.53 1.77 1.18

=====

[4]
10
Properties=species:S:1:pos:R:3 method="wB97M-V/def2-TZVPD" orbital_gap_ev=8.8 total_energy_ev=-26890.997 e_homo_ev=-8.7055 multiplicity=1 e_above_lowest_ev=2.892
C -1.22 0.44 -0.01
C -1.17 -1.06 0.06
C 1.37 -0.09 0.34
O -0.45 -1.73 -0.61
S 0.45 1.08 -0.44
S 3.04 0.05 0.26
H -1.56 0.89 0.92
H -1.88 0.74 -0.83
H -1.87 -1.49 0.81
H 3.29 1.16 -0.49

=====

[5]
19
Properties=species:S:1:pos:R:3 method="wB97M-V/def2-TZVPD" orbital_gap_ev="7.4 / 7.4" total_energy_ev=-19615.857 e_homo_ev="-9.9809 / -9.9815" multiplicity=1 e_above_lowest_ev=1.950
C -1.72 -1.07 -2.33
C -0.70 -0.72 -1.78
C 0.43 -0.33 -1.09
C 0.33 0.46 0.18
C -0.82 -1.37 1.20
C 1.63 0.39 0.99
C 0.00 1.91 -0.26
O 0.04 -2.10 0.65
O -0.79 0.02 0.90
F 1.60 -0.49 -1.64
F -0.81 -1.43 2.57
F -2.13 -1.73 0.90
H -2.61 -1.37 -2.79
H 1.86 -0.65 1.18
H 1.48 0.90 1.94
H 2.45 0.85 0.45
H 0.78 2.29 -0.91
H -0.07 2.52 0.63
H -0.96 1.93 -0.77

=====

[6]
16
Properties=species:S:1:pos:R:3 method="wB97M-V/def2-TZVPD" orbital_gap_ev="5.3 / 6.2" s_squared=0.759 total_energy_ev=-12662.624 e_homo_ev="-7.0987 / -8.0258" multiplicity=2 e_above_lowest_ev=0.000
O 3.14 -2.15 2.29
C 2.58 -2.54 1.24
O 2.89 -3.48 0.49
C -0.51 1.00 -0.94
H -0.53 0.35 -1.83
H 0.35 1.67 -1.09
C -1.80 1.79 -0.82
H -1.78 2.48 0.04
H -1.95 2.41 -1.72
H -2.68 1.13 -0.75
C 1.40 -1.73 0.80
C 1.05 -0.65 0.13
C -0.18 0.12 0.24
O -0.95 0.00 1.20
Li -2.36 0.72 1.63
H 1.33 -1.12 -0.91

=====

[7]
14
Properties=species:S:1:pos:R:3 method="wB97M-V/def2-TZVPD" orbital_gap_ev=10.3 total_energy_ev=-8268.711 e_homo_ev=-9.3920 multiplicity=1 e_above_lowest_ev=0.615
C 1.82 -1.02 -0.88
N 0.90 -0.08 -0.27
C -0.36 -0.42 0.04
O -0.86 -1.49 -0.28
C -1.18 0.63 0.74
N -0.65 1.97 0.51
H 1.36 -2.00 -0.83
H 1.91 -0.81 -1.95
H 2.78 -0.97 -0.36
H 1.25 0.77 0.16
H -1.30 0.54 1.82
H -2.20 0.49 0.36
H -0.87 2.35 -0.40
H -0.93 2.65 1.20

=====

[8]
29
Properties=species:S:1:pos:R:3 method="wB97M-V/def2-TZVPD" orbital_gap_ev="8.3 / 9.0" s_squared=0.759 total_energy_ev=-20906.734 e_homo_ev="-10.8978 / -12.4292" multiplicity=2 charge=+1
C -2.03 -0.26 4.01
H -2.89 -0.89 3.75
H -1.52 -0.64 4.90
O -4.04 2.66 0.85
C -4.69 2.97 2.04
C -3.75 2.90 3.23
O -3.02 1.66 3.07
C -2.35 1.12 4.13
Hg -2.59 1.44 1.07
H -5.52 2.26 2.22
H -5.12 3.99 2.03
H -4.29 2.88 4.19
H -3.01 3.71 3.25
H -1.86 1.86 4.77
C -0.94 -0.77 2.55
O -1.18 0.01 1.40
C 0.01 0.24 0.62
C -0.40 0.81 -0.71
O -1.32 1.86 -0.44
C -1.57 2.72 -1.55
H 0.04 -0.57 3.00
H 0.56 -0.70 0.47
H 0.63 0.96 1.18
H -0.88 0.05 -1.35
H 0.49 1.19 -1.23
H -2.45 3.31 -1.30
H -0.71 3.38 -1.70
H -1.76 2.12 -2.45
H -1.15 -1.82 2.32

=====

[9]
26
Properties=species:S:1:pos:R:3 method="wB97M-V/def2-TZVPD" orbital_gap_ev=11.1 total_energy_ev=-11982.092 e_homo_ev=-13.8739 multiplicity=1 e_above_lowest_ev=1.306 charge=+1
C 1.99 2.28 0.13
C 0.97 1.21 0.14
N -0.25 1.36 -0.15
C -1.22 0.01 -0.14
C -2.28 0.34 -1.24
C -1.77 0.13 1.25
N -0.59 -1.21 -0.37
C 0.70 -1.26 0.38
C 1.43 -2.55 -0.14
N 1.47 -0.03 0.33
H 1.46 3.15 0.47
H 2.34 2.43 -0.99
H 2.80 1.93 0.76
H -0.64 2.24 -0.33
H -2.52 1.34 -1.31
H -3.17 -0.08 -1.02
H -1.89 0.00 -2.22
H -1.03 -0.05 1.97
H -2.55 -0.71 1.30
H -2.21 1.17 1.51
H -0.69 -1.60 -1.24
H 0.45 -1.46 1.37
H 1.81 -2.56 -1.16
H 0.68 -3.25 -0.08
H 2.28 -2.67 0.42
H 2.44 -0.16 0.38

=====

[10]
47
Properties=species:S:1:pos:R:3 method="wB97M-V/def2-TZVPD" orbital_gap_ev=8.0 total_energy_ev=-56572.933 e_homo_ev=-8.3563 multiplicity=1
Y -0.23 -0.87 -0.67
C 0.96 0.25 -5.15
O 2.10 0.76 -4.46
C 1.89 1.67 -3.46
C 2.66 2.82 -3.49
C 2.53 3.79 -2.50
C 1.62 3.61 -1.49
C 0.85 2.44 -1.42
C -0.09 2.35 -0.32
N -0.65 1.28 0.09
N -1.60 1.40 1.09
C -2.29 0.30 1.19
O -2.11 -0.76 0.44
C -3.35 0.23 2.23
C -4.13 -0.91 2.35
C -5.11 -1.00 3.33
C -5.31 0.06 4.20
C -4.53 1.21 4.09
C -3.56 1.30 3.11
C 0.99 1.43 -2.41
O 0.30 0.30 -2.36
H 1.32 -0.05 -6.13
H 0.20 1.03 -5.27
H 0.52 -0.60 -4.64
H 3.35 2.93 -4.31
H 3.14 4.69 -2.55
H 1.49 4.37 -0.73
H -0.35 3.29 0.18
H -3.96 -1.74 1.67
H -5.71 -1.90 3.41
H -6.07 -0.01 4.97
H -4.69 2.03 4.77
H -2.94 2.18 3.01
F 2.72 -1.01 -0.86
C 3.15 -2.17 -0.29
F 3.45 -3.00 -1.29
F 4.26 -1.89 0.38
C 1.99 -2.74 0.58
O 0.84 -2.71 -0.14
C 2.33 -4.19 1.03
F 2.36 -5.01 -0.01
F 3.52 -4.24 1.65
F 1.41 -4.64 1.89
C 1.78 -1.82 1.82
F 0.75 -2.22 2.55
F 2.82 -1.63 2.61
F 1.41 -0.57 1.32

=====

[11]
133
Properties=species:S:1:pos:R:3 method="wB97M-V/def2-TZVPD" orbital_gap_ev=9.3 total_energy_ev=-65171.007 e_homo_ev=-8.9433 multiplicity=1
C 3.62 3.50 -0.82
C 3.95 2.45 -0.05
C 3.85 2.71 1.46
C 2.50 3.33 1.96
N 2.12 2.54 3.14
C 3.23 1.77 3.56
O 3.45 1.43 4.65
C 4.16 1.48 2.32
C 3.86 0.08 1.73
C 2.43 -0.08 1.14
C 1.82 -1.50 1.37
C 0.59 -1.48 2.30
C -0.76 -1.46 1.52
C -1.72 -0.38 2.06
C -3.07 -0.32 1.29
C -4.28 -0.24 2.23
C -5.51 0.40 1.56
C -6.76 0.29 2.46
C -7.69 1.54 2.51
C -7.76 2.44 1.25
C -7.65 3.92 1.68
C 5.61 1.35 2.88
C 6.18 2.67 3.32
O 6.01 3.20 4.32
F 6.94 3.28 2.37
H 3.75 4.47 -0.35
H 3.21 3.37 -1.82
H 4.28 1.50 -0.44
H 4.54 3.57 1.57
H 2.60 4.40 2.14
H 1.72 3.21 1.19
H 1.26 2.03 2.96
H 4.57 -0.15 0.93
H 3.96 -0.67 2.54
H 1.73 0.68 1.49
H 2.52 0.05 0.06
H 1.58 -2.00 0.43
H 2.61 -2.11 1.85
H 0.66 -0.67 3.04
H 0.63 -2.42 2.87
H -0.55 -1.32 0.45
H -1.21 -2.45 1.63
H -1.86 -0.57 3.13
H -1.18 0.58 1.99
H -3.12 -1.22 0.65
H -3.01 0.53 0.60
H -4.02 0.28 3.16
H -4.57 -1.26 2.51
H -5.28 1.42 1.22
H -5.71 -0.20 0.67
H -6.39 0.14 3.49
H -7.34 -0.60 2.25
H -7.46 2.16 3.39
H -8.71 1.17 2.70
H -8.77 2.35 0.82
H -7.06 2.19 0.45
H -7.98 4.61 0.90
H -8.34 4.06 2.53
H -6.64 4.14 2.06
H 6.22 0.97 2.05
H 5.67 0.60 3.67
C -5.38 -3.99 -2.39
C -4.18 -3.90 -1.46
C -4.53 -4.18 0.01
C -5.52 -3.20 0.49
N -6.27 -2.43 0.87
H -6.13 -3.25 -2.14
H -5.07 -3.82 -3.42
H -5.83 -4.98 -2.33
H -3.73 -2.91 -1.54
H -3.42 -4.62 -1.78
H -3.64 -4.12 0.63
H -4.95 -5.18 0.12
C 5.11 -1.14 -2.80
C 3.89 -1.99 -3.10
C 2.80 -1.23 -3.86
C 2.35 -0.08 -3.06
N 2.03 0.80 -2.42
H 4.86 -0.29 -2.16
H 5.87 -1.72 -2.29
H 5.55 -0.75 -3.72
H 3.48 -2.37 -2.16
H 4.19 -2.86 -3.69
H 1.95 -1.87 -4.06
H 3.18 -0.87 -4.82
C -1.92 2.87 -6.13
C -1.34 2.83 -4.72
C 0.05 2.19 -4.66
C -0.01 0.80 -5.13
N -0.05 -0.28 -5.49
H -2.06 1.87 -6.53
H -2.90 3.36 -6.13
H -1.27 3.43 -6.80
H -2.03 2.28 -4.07
H -1.28 3.85 -4.33
H 0.43 2.20 -3.63
H 0.75 2.75 -5.28
C 9.53 1.09 -0.38
C 9.26 -0.09 -1.31
C 9.04 0.34 -2.77
C 7.88 1.24 -2.87
N 6.99 1.94 -2.94
H 8.68 1.78 -0.35
H 9.71 0.74 0.63
H 10.41 1.65 -0.71
H 8.38 -0.63 -0.95
H 10.10 -0.78 -1.27
H 8.86 -0.54 -3.39
H 9.92 0.86 -3.15
C 1.08 2.21 7.08
C 2.30 2.31 7.99
C 1.99 2.02 9.46
C 1.00 2.98 9.98
N 0.24 3.73 10.38
H 0.32 2.94 7.35
H 1.36 2.39 6.05
H 0.63 1.21 7.14
H 2.73 3.31 7.90
H 3.06 1.60 7.64
H 2.89 2.09 10.06
H 1.58 1.01 9.57
C -6.46 -4.45 -6.80
C -5.71 -5.68 -7.27
C -5.83 -6.87 -6.31
C -5.28 -6.52 -4.99
N -4.85 -6.25 -3.97
H -6.06 -4.08 -5.85
H -6.36 -3.64 -7.52
H -7.52 -4.66 -6.66
H -4.65 -5.43 -7.41
H -6.09 -5.98 -8.25
H -5.30 -7.73 -6.70
H -6.88 -7.15 -6.19